Below is an isolated molecule of C4H10N4 in a non-equilibrium geometry, with properties calculated with ωB97M-V with the def2-TZVPD basis set.

Geometry as XYZ:
```
18
C4H10N4 | OMol25 | ωB97M-V with the def2-TZVPD basis set
H -1.98510 2.02596 -0.23712
N -2.52958 1.25412 0.02479
C -1.81723 0.19121 -0.03404
N -2.38672 -1.09115 0.11409
N -0.46293 0.09196 -0.40537
C 0.41105 -1.05041 0.04020
C 1.53215 -0.00137 0.57549
N 2.67205 0.19580 -0.26675
C 0.45323 1.14113 0.12596
H -2.13308 -1.64033 -0.66851
H -3.39598 -0.92877 0.13321
H 0.78902 -1.68063 -0.77400
H 0.06968 -1.57351 0.94556
H 1.84209 -0.09786 1.65455
H 3.51310 -0.32353 -0.12593
H 2.44547 -0.09453 -1.25202
H 0.92800 1.68289 -0.69500
H 0.05477 1.89901 0.84491
```

Computed properties:
SMILES = [H]/N=C(/N)N1CC(N)C1
Total charge = 0
HOMO = -8.822 eV
E_LUMO = 0.932 eV
Energy above the lowest of the compared OMol25 structures with the same formula, charge and spin = 1.646 eV
M = 114.15 g/mol

Below is an isolated molecule of C4H10N4 in a non-equilibrium geometry, with properties calculated with ωB97M-V with the def2-TZVPD basis set.

Geometry as XYZ:
```
18
C4H10N4 | OMol25 | ωB97M-V with the def2-TZVPD basis set
C 0.74020 -1.54033 -0.48004
C 0.66896 -0.35682 0.36204
N -0.00465 0.82256 0.02504
N -1.06741 0.54476 -1.05717
C -2.49802 1.07382 -0.69875
C -1.49932 1.79303 -1.59786
N 1.55950 -0.27642 1.32588
N 1.94730 -1.64034 1.79943
H 1.66212 -1.82324 -0.93328
H 0.06043 -2.39191 -0.10179
H 0.25039 -1.06832 -1.33780
H -3.22447 0.30989 -1.15009
H -2.69473 1.61489 0.24169
H -1.75099 1.94206 -2.72171
H -1.12390 2.56205 -0.92216
H 1.18425 0.34744 2.13258
H 2.84068 -1.60394 2.05316
H 1.28219 -1.86111 2.57480
```

Computed properties:
SMILES = C/C(=N\N1CC1)NN
Total charge = 0
HOMO = -8.170 eV
E_LUMO = 0.858 eV
Energy above the lowest of the compared OMol25 structures with the same formula, charge and spin = 5.543 eV
M = 114.15 g/mol

Below is the ion C4H10N4 with charge +2 in a non-equilibrium geometry, with properties calculated with ωB97M-V with the def2-TZVPD basis set.

Geometry as XYZ:
```
18
C4H10N4 | OMol25 | ωB97M-V with the def2-TZVPD basis set
C -0.51939 -0.18360 -1.53677
C 0.65134 -0.46756 -1.03284
N 1.08485 -1.73352 -1.04028
N 1.52680 0.46684 -0.37241
C 1.17577 1.29787 0.55781
N 0.06567 0.98288 1.27082
C -1.10181 0.61731 0.74000
N -1.88815 -0.25995 1.37104
H -0.86638 0.80059 -1.93304
H -0.87635 -1.03762 -2.14270
H 0.41433 -2.39850 -1.39451
H 1.87692 -2.03445 -0.53706
H 2.48252 0.37835 -0.71565
H 1.81664 2.06248 0.93613
H 0.13402 1.15175 2.36628
H -1.61832 1.30028 0.14397
H -1.51222 -0.78390 2.22304
H -2.84626 -0.15924 1.09619
```

Computed properties:
SMILES = C=C(N)/[NH+]=C\NC=[NH2+]
Total charge = +2
HOMO = -17.437 eV
E_LUMO = -9.637 eV
Energy above the lowest of the compared OMol25 structures with the same formula, charge and spin = 2.212 eV
M = 114.15 g/mol

Below is an isolated molecule of C4H10N4O in a non-equilibrium geometry, with properties calculated with ωB97M-V with the def2-TZVPD basis set.

Geometry as XYZ:
```
19
C4H10N4O | OMol25 | ωB97M-V with the def2-TZVPD basis set
C 0.16473 2.43179 -0.29975
C -0.10811 1.11045 -0.95381
N -0.98639 1.19235 -2.00862
C 0.85190 -0.30488 -0.93523
O 1.37912 -0.89263 -1.82932
N 0.08649 -0.32644 0.09832
C -0.27195 -1.34063 1.13135
N 0.50173 -1.18087 2.32792
N -0.15307 -2.68680 0.66759
H 0.54853 2.26775 0.70795
H 0.88598 3.06317 -0.81674
H -0.70444 3.08564 -0.17577
H -1.08254 0.34142 -2.54982
H -1.80693 1.78165 -1.88628
H -1.32247 -1.15187 1.38812
H 1.47865 -1.39128 2.15411
H 0.42708 -0.23578 2.68216
H -0.69952 -2.83145 -0.17245
H 0.81120 -2.93157 0.47026
```

Computed properties:
SMILES = C[C@@]1(N)C(=O)N1C(N)N
Total charge = 0
HOMO = -8.113 eV
E_LUMO = 0.697 eV
Energy above the lowest of the compared OMol25 structures with the same formula, charge and spin = 2.708 eV
M = 130.15 g/mol

Below is a cluster of 2 separate species, C4H10N4O2 in total in a non-equilibrium geometry, with properties calculated with ωB97M-V with the def2-TZVPD basis set.

Geometry as XYZ:
```
20
C4H10N4O2 | OMol25 | ωB97M-V with the def2-TZVPD basis set
C -1.59564 0.06212 -0.48660
C 2.41142 2.20423 1.16343
C -1.38755 -1.67263 1.02328
C -0.16821 -1.65354 0.04741
N -1.95333 -0.35044 0.76195
N 3.62693 1.86981 1.12114
N -0.49679 -0.53908 -0.79529
N 0.14206 -0.06300 -2.01198
O -2.14731 0.96548 -1.13824
O 1.31329 2.37008 1.19892
H -2.20225 -2.32048 0.77202
H -1.12801 -1.75815 2.07168
H 0.75938 -1.55456 0.54395
H -0.10522 -2.54626 -0.53657
H -2.78736 -0.01758 1.23583
H 4.08318 2.33673 0.28417
H 4.18836 1.39192 1.87626
H -1.97153 1.05466 -2.24699
H -0.26476 0.90686 -2.11504
H -0.31668 -0.68619 -2.76935
```

Computed properties:
Total charge = +2
HOMO = -16.657 eV
E_LUMO = -8.328 eV
Energy above the lowest of the compared OMol25 structures with the same formula, charge and spin = 1.383 eV
M = 146.15 g/mol

Below is the ion C4H10N7S with charge +1 in a non-equilibrium geometry, with properties calculated with ωB97M-V with the def2-TZVPD basis set.

Geometry as XYZ:
```
22
C4H10N7S | OMol25 | ωB97M-V with the def2-TZVPD basis set
C 1.08776 1.04146 -0.20627
C 1.69423 -3.03193 0.01415
C -0.85958 -0.60250 0.77588
C -3.04870 0.55779 -0.56235
N 1.85710 0.02933 0.28822
N 0.88713 -2.33586 0.50607
N 0.40692 -1.29684 0.84455
N 0.13975 1.50816 0.69663
N 2.69102 -0.55074 -0.51324
N 1.51562 1.72736 -1.31344
N -0.63411 0.65620 1.43726
S -1.47447 -0.28795 -0.89068
H 1.89201 -4.04671 -0.21359
H -1.58578 -1.29276 1.36060
H -2.98007 1.23305 0.29390
H -3.88607 -0.13604 -0.37175
H -3.33425 1.11674 -1.45600
H -0.26051 2.46666 0.41434
H 3.39980 -1.08366 0.13897
H 1.98544 1.13771 -1.94718
H 0.84189 2.46867 -1.68464
H -0.33512 0.72186 2.38857
```

Computed properties:
Total charge = +1
HOMO = -12.736 eV
E_LUMO = -4.665 eV
Energy above the lowest of the compared OMol25 structures with the same formula, charge and spin = 0.141 eV
M = 188.24 g/mol

In the order shown, the computed frontier orbital gap values come out to 0.3584 0.3318 0.2866 0.3238 0.3061 0.2966 Ha.